(1)
Below is 8 unconnected molecules or ions with the total composition C19H54O8 in a non-equilibrium geometry, with properties calculated with ωB97M-V/def2-TZVPD.

```
81
Properties=species:S:1:pos:R:3:forces:R:3
O 1.58824 1.44288 -1.39994 -0.9 0.0 0.7
O -0.89202 -4.73983 1.75602 -0.1 -0.2 0.5
O -1.67708 0.32486 2.86971 0.6 0.7 -0.1
O 4.83036 0.01948 1.35858 0.2 -0.4 0.2
O 3.40386 2.23321 0.55622 0.6 -0.2 0.1
O 2.86088 -0.34919 -3.23252 -0.4 0.5 0.1
O -4.75107 2.01817 -4.19281 0.9 0.7 0.4
O -1.29128 3.08437 2.02297 1.4 0.6 0.1
C -3.58522 2.38627 -3.39080 -0.6 -0.9 0.0
C 4.08977 3.46250 0.38722 0.7 0.3 0.3
C 2.08354 -0.35169 -4.42867 -0.2 -0.1 0.7
C 0.03543 3.75593 2.09040 -1.1 -0.3 -0.6
C 0.32047 1.11549 -0.74987 0.4 0.1 0.1
C 0.97582 2.90001 2.86794 0.5 -0.5 0.5
C -1.54977 -5.71715 2.57275 1.2 0.3 0.1
C -2.53981 -3.91145 0.21597 -0.6 1.2 -0.2
C -2.98512 0.02777 2.47060 -0.7 0.0 -0.9
C 2.63520 -0.89473 1.39579 0.0 0.7 -0.9
C -3.42940 -1.26378 3.10701 0.0 0.0 0.4
C -0.22437 -0.18357 -1.31530 0.0 -0.4 -0.3
C 4.01894 -0.99806 1.97173 -0.3 -0.1 0.5
C -2.35433 1.64268 -3.83408 0.3 0.3 -0.7
C 3.34202 4.32788 -0.57845 -0.4 -0.3 -0.6
C -1.21217 -5.40969 4.02994 -1.2 0.0 -0.1
C -3.85269 2.07937 -1.93387 -0.3 0.4 0.4
C 2.80964 -1.16054 -5.45232 -0.2 -0.6 -0.5
C -1.33024 -4.75165 0.42004 0.4 -1.2 -0.4
H -0.17067 -5.58376 4.26457 0.2 0.0 0.0
H 3.42958 3.93430 -1.59646 0.0 0.1 0.1
H -3.41774 3.45641 -3.49368 -0.4 0.1 -0.3
H 3.73881 -0.66653 -5.72311 0.1 -0.1 -0.1
H 0.45654 1.00589 0.33770 0.2 0.0 -0.3
H -1.54858 -5.79294 0.10504 0.1 0.2 0.1
H -4.84365 2.45930 -1.68149 0.0 0.0 0.2
H 2.27474 4.29232 -0.34274 0.1 0.3 0.1
H 0.43183 3.87739 1.06851 -0.3 0.1 0.2
H -2.71761 -2.05599 2.88062 0.1 -0.1 0.1
H 2.40040 0.22738 -2.57936 0.3 -0.3 -0.3
H -2.44490 -2.97049 0.76827 0.0 -0.1 0.1
H -4.74064 1.06404 -4.30435 0.1 -0.1 0.0
H 4.20990 4.00154 1.34246 -0.2 -0.3 0.0
H -2.10709 1.88078 -4.87074 0.0 0.0 0.0
H -3.04794 -0.07783 1.37049 0.1 0.0 0.1
H 0.55453 -0.95167 -1.35095 0.1 0.2 -0.1
H 3.00025 -2.17068 -5.08485 0.2 0.1 0.2
H 2.67208 -0.92963 0.29709 0.0 -0.2 0.2
H 2.20317 1.81685 -0.72785 -0.2 -0.3 -0.2
H -1.50218 -4.38390 4.28321 0.3 0.0 -0.2
H 2.20837 0.08966 1.62294 0.0 -0.3 0.2
H -2.64085 -3.60014 -0.82745 -0.1 -0.3 0.0
H -1.94888 3.74753 1.80240 -0.1 0.0 0.0
H -1.11476 -6.69402 2.29453 -0.5 0.1 0.1
H -4.41849 -1.57832 2.76572 0.1 0.1 -0.1
H -3.11131 2.56877 -1.28953 -0.1 -0.1 -0.1
H -3.69694 0.83285 2.71324 0.2 0.0 0.2
H 0.71318 2.82617 3.92486 -0.1 0.0 -0.1
H -1.85158 -6.02921 4.67250 0.3 -0.1 -0.1
H 3.71714 5.34623 -0.56704 -0.1 0.2 0.0
H 5.74300 -0.07389 1.65712 -0.2 0.0 0.0
H -2.62973 -5.70375 2.40105 0.0 -0.1 0.0
H 5.11225 3.28453 0.02382 -0.2 0.0 0.0
H -0.08932 4.73828 2.55630 0.0 -0.1 -0.1
H 3.93772 -0.84401 3.06023 0.3 0.1 -0.2
H 2.18667 -1.30565 -6.34383 0.2 0.3 0.0
H -2.53737 0.56720 -3.78314 0.2 0.0 0.2
H -0.63385 -0.05632 -2.32075 0.2 0.0 0.0
H 4.07386 1.54382 0.77534 -0.7 0.1 0.0
H -1.02822 -0.63190 -0.72703 0.0 0.4 0.3
H -1.49761 1.94173 -3.22231 -0.1 -0.3 0.0
H 4.41936 -2.00770 1.81866 0.2 0.3 -0.2
H -0.49435 -4.43997 -0.20887 0.0 0.3 0.1
H 1.99878 3.27895 2.79998 -0.1 0.2 0.0
H -3.45545 -4.40013 0.54255 -0.1 0.0 0.0
H 1.92840 0.66421 -4.81226 -0.1 0.0 0.2
H -3.83440 1.00790 -1.71911 0.0 0.0 -0.1
H -1.44268 1.21426 2.51932 -0.3 -0.6 0.3
H 1.99089 -1.68587 1.75603 -0.2 -0.1 0.1
H -0.41268 1.93360 -0.87497 0.3 -0.2 -0.1
H -3.48241 -1.13224 4.18997 0.1 -0.1 0.0
H 1.10537 -0.81143 -4.21222 0.0 0.2 -0.2
H 1.03546 1.88652 2.46529 -0.2 0.0 0.0
```
Positions in Å, forces in eV/Å.

Output
SMILES string: CC(C)O.CCOCC.CCO.CCO.CCO.CCO.CCO.CCO
E_tot (eV): -36957.2255
Relative energy (zero: lowest compared OMol25 entry of this formula, charge and spin) (kJ/mol): 104.93
Largest force on an atom (Eh/bohr): 0.02928
Total charge: 0

Löwdin population analysis, charges in e, atoms 1 to 6: atom 1 (O): -0.12, atom 2 (O): -0.17, atom 3 (O): -0.09, atom 4 (O): -0.09, atom 5 (O): -0.12, atom 6 (O): -0.11

(2)
Below is a gas-phase ion, C7H16N (charge +1) in a non-equilibrium geometry, with properties calculated with ωB97M-V/def2-TZVPD.

```
24
Properties=species:S:1:pos:R:3:forces:R:3
N 1.28744 -1.41468 -0.37904 -0.2 -1.7 -0.9
C -1.54607 -0.81099 0.76943 -1.3 0.2 2.0
C -2.14868 -0.45808 -0.58196 -1.4 -4.3 -0.8
C 0.63003 0.66495 0.90806 -0.1 -1.6 3.4
C -2.30851 0.68926 -1.15942 0.0 3.6 2.2
C -0.87189 0.37267 1.44605 1.6 2.6 0.0
C 2.35392 0.79061 -0.87989 0.8 0.5 1.6
C 1.07106 0.11808 -0.45348 -0.8 1.2 -1.2
H -1.42006 1.37418 1.27296 0.5 -1.8 0.0
H 2.97004 0.36829 -1.64494 -0.4 -0.1 -1.2
H -2.94555 0.94377 -1.95389 -0.4 -0.5 -1.4
H 0.25412 0.29862 -1.23833 1.2 -0.6 1.1
H -2.37325 -1.05464 1.57132 1.2 -0.2 -2.0
H 2.10478 -1.78213 -0.94831 -0.7 1.1 0.8
H 1.36197 0.16405 1.65215 -1.0 0.2 -0.9
H -0.81049 0.37483 2.58643 -0.1 -0.6 -1.5
H 0.48199 -1.97225 -0.84780 1.2 1.2 1.6
H 0.84156 1.68953 1.29075 0.1 -0.2 -1.7
H 3.10139 0.89524 -0.08583 -0.3 -0.6 0.6
H -0.84729 -1.68868 0.74269 -0.9 0.6 0.0
H -2.10637 1.61982 -0.55812 0.4 -0.8 -0.8
H -2.67702 -1.32496 -1.17767 1.3 1.3 1.4
H 2.12270 1.83723 -0.95739 -0.2 0.5 -1.1
H 1.47418 -1.69472 0.62623 -0.6 0.1 -1.4
```
Positions in Å, forces in eV/Å.

Output
SMILES string: C=CCCC[C@@H](C)[NH3+]
E_tot (eV): -8999.8075
Relative energy (zero: lowest compared OMol25 entry of this formula, charge and spin) (kJ/mol): 240.97
Largest force on an atom (Eh/bohr): 0.08899
Total charge: +1

natural (NBO) population analysis, charges in e, atoms 1 to 6: atom 1 (N): -0.72, atom 2 (C): -0.47, atom 3 (C): -0.21, atom 4 (C): -0.45, atom 5 (C): -0.40, atom 6 (C): -0.41

(3)
Below is a gas-phase ion, C5H12NO (charge -1) in a non-equilibrium geometry, with properties calculated with ωB97M-V/def2-TZVPD.

```
19
Properties=species:S:1:pos:R:3:forces:R:3
O -0.57713 -3.02203 -0.15149 -2.3 -0.6 -0.1
N 0.21066 -0.72342 1.88447 1.7 0.0 -2.6
C 0.29674 -2.12023 -0.43712 1.4 0.8 2.0
C -0.05969 -0.57299 0.37425 0.0 -1.1 -1.0
C 0.41167 0.87932 -0.14121 -1.0 -1.8 0.7
C 0.29313 0.91581 -1.73237 0.0 0.4 0.3
C -0.57104 1.85913 0.64565 -0.4 1.7 -0.9
H 0.47717 -1.93963 -1.52752 0.2 0.4 0.2
H -1.14291 -0.58030 0.06727 0.5 -0.2 1.0
H 0.56263 -1.64834 2.17233 -0.3 0.4 -1.0
H 0.73324 0.04017 -2.26021 -0.2 0.3 0.9
H 1.46050 0.92305 0.21809 -0.5 0.6 -0.4
H -0.50778 3.00989 0.42860 0.0 -2.0 -0.2
H -0.76720 0.94995 -2.09623 0.7 0.1 0.6
H -0.64016 -0.63820 2.31962 -2.4 0.3 1.4
H -0.58626 1.85750 1.72861 1.3 -0.5 0.4
H 1.21014 -2.51841 0.11651 0.9 1.3 -0.8
H 0.83657 1.77958 -2.17247 -0.5 -0.1 0.4
H -1.64028 1.54915 0.56320 0.6 0.2 -1.0
```
Positions in Å, forces in eV/Å.

Output
SMILES string: CC(C)[C@H](N)C[O-]
E_tot (eV): -8915.0758
Relative energy (zero: lowest compared OMol25 entry of this formula, charge and spin) (kJ/mol): 191.80
Largest force on an atom (Eh/bohr): 0.06100
Total charge: -1

natural (NBO) population analysis, charges in e, atoms 1 to 6: atom 1 (O): -0.92, atom 2 (N): -0.88, atom 3 (C): 0.04, atom 4 (C): -0.12, atom 5 (C): -0.25, atom 6 (C): -0.62

(4)
Below is a molecular structure, C4H14NO3 in a non-equilibrium geometry, with properties calculated with ωB97M-V/def2-TZVPD.

```
22
Properties=species:S:1:pos:R:3:forces:R:3
O 2.26871 -2.02652 -0.85874 -0.1 -0.2 -0.6
O 1.44082 -1.13846 1.52959 0.3 -0.3 -0.1
O -0.75146 -1.46128 0.60035 -0.3 0.1 -0.6
N 0.02260 1.91511 -0.27202 -0.1 -0.5 -0.5
C -1.72399 -0.49084 0.26974 2.0 -1.1 0.9
C -0.18631 0.83424 -1.24688 1.4 0.0 0.0
C -1.47823 0.06184 -1.13667 -1.2 0.4 0.8
C 0.70506 1.55822 0.95365 -0.2 1.8 1.5
H -2.30393 0.76406 -1.34752 -0.1 -0.3 -0.4
H 1.61015 -1.99450 1.94664 -0.2 0.2 -0.1
H -0.90253 2.24407 -0.04231 -0.1 0.3 0.2
H 0.70583 2.47676 1.57790 0.4 0.1 -0.4
H 0.01962 1.29363 -2.21088 -0.8 0.0 -0.6
H -2.65882 -1.04024 0.43028 -0.5 0.7 -0.5
H 0.19118 0.91488 1.63852 -0.3 -1.1 -0.1
H -1.62978 0.32531 0.99142 -0.6 0.3 0.2
H 1.74065 1.24147 0.89481 -0.1 -0.2 -0.6
H 1.77025 -1.81910 -1.66263 0.0 -0.1 0.5
H 0.33885 -1.18728 0.96549 -0.5 -0.2 0.8
H 0.65254 0.15253 -1.18379 0.2 -0.3 0.5
H -1.52556 -0.82396 -1.75798 0.1 0.1 -0.7
H 1.69436 -1.79993 -0.07896 0.6 0.3 -0.1
```
Positions in Å, forces in eV/Å.

Output
E_tot (eV): -12007.5049
Relative energy (zero: lowest compared OMol25 entry of this formula, charge and spin) (kJ/mol): 134.25
Largest force on an atom (Eh/bohr): 0.04812
Total charge: -1

natural (NBO) population analysis, charges in e, atoms 1 to 6: atom 1 (O): -1.00, atom 2 (O): -1.14, atom 3 (O): -0.88, atom 4 (N): -0.64, atom 5 (C): -0.05, atom 6 (C): -0.23

(5)
Below is 2 unconnected molecules or ions with the total composition CH4N2 in a non-equilibrium geometry, with properties calculated with ωB97M-V/def2-TZVPD.

```
7
Properties=species:S:1:pos:R:3:forces:R:3
N -0.65867 0.72256 -0.31169 -0.2 1.5 0.3
N -0.98967 -0.52587 0.11795 -0.3 -0.7 0.6
C 0.36542 -0.26748 -0.23131 0.9 -0.6 0.1
H -0.30529 1.87777 1.33281 -0.2 -0.5 -0.8
H -1.60006 -1.05549 -0.49678 0.0 0.2 -0.2
H 1.05901 -0.24015 0.60118 0.0 0.0 0.0
H 0.78538 -0.63354 -1.16356 -0.1 0.1 -0.1
```
Positions in Å, forces in eV/Å.

Output
E_tot (eV): -4076.1719
Relative energy (zero: lowest compared OMol25 entry of this formula, charge and spin) (kJ/mol): 647.45
Largest force on an atom (Eh/bohr): 0.02971
Total charge: 0

natural (NBO) population analysis, charges in e, atoms 1 to 6: atom 1 (N): -0.17, atom 2 (N): -0.44, atom 3 (C): -0.15, atom 4 (H): 0.02, atom 5 (H): 0.37, atom 6 (H): 0.19

(6)
Below is 2 unconnected molecules or ions with the total composition C3H3ClOS in a non-equilibrium geometry, with properties calculated with ωB97M-V/def2-TZVPD.

```
9
Properties=species:S:1:pos:R:3:forces:R:3
Cl -1.77922 2.53680 0.24897 0.0 0.1 0.0
S 2.70601 1.69245 0.43113 -1.3 2.7 1.2
O 3.52964 0.63868 -0.08296 1.8 -2.3 -1.1
C -0.01293 0.02670 0.01676 -1.0 -1.9 2.8
C -0.49426 0.43670 -1.27837 -0.6 1.2 -0.7
C -0.91598 1.21870 -0.31860 1.1 -1.9 -0.9
H -0.52653 -0.99908 0.53309 1.7 2.8 -1.2
H 1.06214 0.25799 0.20045 -1.2 -0.9 0.5
H -0.24507 0.12732 -2.27348 -0.6 0.3 -0.4
```
Positions in Å, forces in eV/Å.

Output
SMILES string: ClC1=CC1.O=S
E_tot (eV): -28559.1963
Relative energy (zero: lowest compared OMol25 entry of this formula, charge and spin) (kJ/mol): 481.26
Largest force on an atom (Eh/bohr): 0.06834
Total charge: 0

natural (NBO) population analysis, charges in e, atoms 1 to 6: atom 1 (Cl): 0.09, atom 2 (S): 0.73, atom 3 (O): -0.71, atom 4 (C): -0.40, atom 5 (C): -0.21, atom 6 (C): -0.06